1.
The following is a DFT calculation (ωB97M-V/def2-TZVPD) of a 5-piece molecular cluster, C82H66ClF6N2O11P2S2 overall.

E_LUMO in eV: -3.127
Kohn-Sham gap in Eh: 0.2754
ΔE to the lowest compared entry with this formula, charge and spin in kJ/mol: 0.0
Total charge: +1

CARTESIAN COORDINATES (ANGSTROEM)
C 2.158 4.404 -2.565
C 2.136 3.642 -1.643
C 2.067 2.720 -0.498
N 1.395 3.257 0.672
C -0.036 3.092 0.878
C -0.798 2.416 -0.231
C -1.333 1.156 0.034
C -2.009 0.442 -0.937
C -2.159 0.969 -2.208
C -1.622 2.218 -2.492
C -0.938 2.924 -1.521
C -0.739 4.373 1.493
C -1.418 5.247 0.434
C -2.290 6.441 0.813
O -3.606 5.991 1.121
C -4.379 6.915 1.827
C -4.813 8.109 0.998
F -5.789 8.743 1.646
F -5.286 7.738 -0.178
F -3.840 8.989 0.800
P -2.134 3.700 2.579
C -3.541 3.087 1.598
C -1.631 2.365 3.732
N 0.288 5.191 2.353
P -0.656 5.984 3.848
S 0.081 7.629 4.521
S 1.151 6.515 1.409
C 2.538 7.104 2.319
O 0.228 7.592 1.269
O 1.621 5.941 0.199
C 1.283 4.183 2.976
C 2.094 4.661 4.182
C 1.815 3.899 5.505
C 1.735 4.860 6.687
Cl 3.279 5.666 6.966
C 2.108 3.369 1.916
C 3.426 3.981 1.633
C 4.506 4.384 1.305
C 2.461 1.976 2.552
F 1.378 1.354 3.034
F 2.985 1.205 1.630
F 3.324 2.071 3.550
H 2.222 5.159 -3.310
H 1.624 1.788 -0.858
H 3.098 2.445 -0.286
H -0.119 2.356 1.678
H -1.208 0.722 1.018
H -2.388 -0.540 -0.698
H -2.675 0.394 -2.960
H -1.737 2.637 -3.479
H -0.505 3.877 -1.778
H -0.704 5.593 -0.308
H -2.093 4.612 -0.133
H -2.334 7.075 -0.075
H -1.914 7.091 1.599
H -5.289 6.417 2.148
H -3.875 7.289 2.723
H -3.727 2.056 1.890
H -3.408 3.103 0.521
H -4.415 3.678 1.845
H -0.771 1.758 3.455
H -1.431 2.792 4.712
H -2.482 1.699 3.855
H -0.634 4.913 4.739
H -1.965 6.235 3.496
H 2.751 8.025 1.780
H 2.325 7.343 3.352
H 3.385 6.435 2.243
H 0.601 3.445 3.395
H 3.155 4.529 3.991
H 1.997 5.719 4.400
H 0.864 3.365 5.480
H 2.633 3.216 5.708
H 0.945 5.593 6.542
H 1.474 4.297 7.579
H 5.453 4.672 0.915
C 4.328 -3.200 -1.513
C 3.895 -2.266 -0.576
C 4.421 -0.986 -0.584
C 5.384 -0.634 -1.517
C 5.836 -1.576 -2.441
C 5.297 -2.856 -2.442
C 6.913 -1.236 -3.418
O 7.301 -2.052 -4.223
C 7.499 0.134 -3.357
C 8.542 0.457 -4.214
C 9.095 1.726 -4.181
C 8.603 2.681 -3.299
C 7.565 2.364 -2.440
C 7.014 1.089 -2.458
C 5.923 0.757 -1.505
O 5.481 1.586 -0.730
H 3.915 -4.199 -1.512
H 3.149 -2.540 0.158
H 4.092 -0.249 0.131
H 5.647 -3.577 -3.168
H 8.917 -0.291 -4.898
H 9.912 1.973 -4.846
H 9.034 3.672 -3.280
H 7.180 3.098 -1.747
C -2.562 -6.647 -3.678
C -1.849 -5.531 -3.255
C -2.520 -4.387 -2.860
C -3.908 -4.348 -2.895
C -4.622 -5.464 -3.338
C -3.945 -6.614 -3.720
C -6.110 -5.436 -3.422
O -6.738 -6.403 -3.793
C -6.808 -4.176 -3.037
C -8.191 -4.113 -3.152
C -8.861 -2.958 -2.788
C -8.154 -1.864 -2.301
C -6.775 -1.921 -2.186
C -6.096 -3.074 -2.560
C -4.612 -3.112 -2.452
O -3.987 -2.165 -2.014
H -2.036 -7.543 -3.979
H -0.768 -5.557 -3.233
H -1.974 -3.516 -2.526
H -4.508 -7.475 -4.052
H -8.732 -4.971 -3.527
H -9.938 -2.909 -2.882
H -8.682 -0.965 -2.012
H -6.218 -1.075 -1.810
C 15.314 -1.773 0.100
C 15.446 -0.884 1.161
C 14.322 -0.392 1.801
C 13.058 -0.781 1.376
C 12.925 -1.660 0.299
C 14.057 -2.160 -0.331
C 11.581 -2.064 -0.203
O 11.460 -2.831 -1.133
C 10.382 -1.489 0.476
C 9.118 -1.813 0.000
C 7.994 -1.303 0.626
C 8.125 -0.469 1.732
C 9.382 -0.139 2.206
C 10.514 -0.642 1.577
C 11.861 -0.254 2.091
O 11.973 0.470 3.057
H 16.195 -2.162 -0.393
H 16.430 -0.576 1.489
H 14.414 0.295 2.630
H 13.943 -2.848 -1.157
H 9.026 -2.465 -0.858
H 7.012 -1.557 0.255
H 7.243 -0.075 2.219
H 9.498 0.510 3.064
C -8.766 -8.729 -2.322
C -9.438 -8.327 -3.472
C -10.757 -7.915 -3.396
C -11.415 -7.910 -2.172
C -10.746 -8.332 -1.021
C -9.418 -8.733 -1.101
C -11.437 -8.377 0.299
O -10.853 -8.734 1.300
C -12.871 -7.972 0.348
C -13.554 -8.054 1.555
C -14.882 -7.672 1.624
C -15.533 -7.198 0.490
C -14.859 -7.118 -0.716
C -13.529 -7.511 -0.794
C -12.830 -7.444 -2.110
O -13.394 -7.025 -3.098
H -7.732 -9.039 -2.381
H -8.928 -8.332 -4.425
H -11.288 -7.595 -4.283
H -8.906 -9.047 -0.203
H -13.038 -8.421 2.431
H -15.414 -7.741 2.564
H -16.570 -6.895 0.548
H -15.357 -6.756 -1.605

Mulliken atomic charge list, values in e, 4 entries:
1. C -0.371
2. C -1.181
3. C 0.522
4. N 0.414



2.
The following is a DFT calculation (ωB97M-V/def2-TZVPD) of the molecule C9H22O2Si.

E_LUMO in eV: 1.018
SMILES string: CCCCO[SiH2]CCCCOC
Kohn-Sham gap in Eh: 0.3978
ΔE to the lowest compared entry with this formula, charge and spin in kJ/mol: 73.2

CARTESIAN COORDINATES (ANGSTROEM)
C -2.705 1.169 2.282
C -2.081 -0.220 2.383
C -0.783 -0.290 3.195
C 0.293 0.725 2.838
O 0.993 0.355 1.656
Si 0.663 0.895 0.140
C 2.181 0.756 -0.910
C 1.930 1.099 -2.392
C 1.590 -0.079 -3.307
C 0.419 -0.959 -2.914
O 0.728 -1.695 -1.747
C -0.347 -2.495 -1.315
H -2.085 1.861 1.711
H -3.678 1.122 1.789
H -2.868 1.604 3.273
H -2.801 -0.899 2.847
H -1.904 -0.609 1.376
H -0.333 -1.279 3.066
H -1.016 -0.192 4.262
H -0.136 1.726 2.707
H 1.029 0.791 3.642
H -0.500 0.176 -0.440
H 0.271 2.334 0.228
H 2.908 1.455 -0.485
H 2.610 -0.245 -0.826
H 1.142 1.858 -2.494
H 2.831 1.569 -2.796
H 1.361 0.311 -4.303
H 2.474 -0.716 -3.416
H 0.191 -1.649 -3.739
H -0.481 -0.352 -2.733
H -0.571 -3.297 -2.032
H -0.069 -2.936 -0.359
H -1.257 -1.894 -1.186

Mulliken atomic charge list, values in e, 4 entries:
1. C -1.148
2. C -0.003
3. C -0.613
4. C -0.476



3.
The following is a DFT calculation (ωB97M-V/def2-TZVPD) of a 3-piece molecular cluster, C5H13NO overall.

E_LUMO in eV: 0.857
SMILES string: CC=O.C=C.CN
Kohn-Sham gap in Eh: 0.3063
ΔE to the lowest compared entry with this formula, charge and spin in kJ/mol: 342.4

CARTESIAN COORDINATES (ANGSTROEM)
C 2.643 1.108 -0.253
C 1.617 1.197 0.835
O 0.673 1.973 0.823
H 2.851 0.068 -0.476
H 3.576 1.563 0.084
H 2.303 1.612 -1.153
H 1.912 0.688 1.774
C -0.044 -1.354 -0.125
C -0.346 -2.539 0.435
H 0.527 -0.559 0.411
H 0.171 -1.310 -1.192
H -0.565 -2.618 1.495
H -0.230 -3.468 -0.113
C -2.441 0.507 -0.874
N -1.596 0.262 0.292
H -2.988 1.454 -0.812
H -3.132 -0.325 -0.976
H -1.804 0.537 -1.756
H -0.951 1.053 0.459
H -2.173 0.149 1.121

Mulliken atomic charge list, values in e, 4 entries:
1. C -1.021
2. C 0.290
3. O -0.598
4. H 0.336



4.
The following is a DFT calculation (ωB97M-V/def2-TZVPD) of the molecule C5H5F2N3.

E_LUMO in eV: 0.696
SMILES string: CNc1cc(F)nc(F)n1
Kohn-Sham gap in Eh: 0.3765
ΔE to the lowest compared entry with this formula, charge and spin in kJ/mol: 109.1

CARTESIAN COORDINATES (ANGSTROEM)
C 1.669 1.688 -0.197
N 1.448 0.272 -0.004
C 0.193 -0.291 0.101
C -0.912 0.312 -0.419
C -2.013 -0.484 -0.481
F -3.182 -0.004 -0.824
N -2.068 -1.745 0.024
C -1.032 -2.116 0.680
F -0.939 -3.356 1.260
N 0.117 -1.366 0.749
H 1.270 2.019 -1.129
H 2.691 1.652 -0.436
H 1.487 2.237 0.811
H 2.131 -0.167 0.595
H -0.859 1.351 -0.732

Mulliken atomic charge list, values in e, 4 entries:
1. C -1.070
2. N -0.239
3. C 0.649
4. C -0.063